Formula: C40H90N6O3
Source: the OMol25 dataset
Level of theory: ωB97M-V/def2-TZVPD

Calculated values
Relative energy (zero: lowest compared OMol25 entry of this formula, charge and spin) (kJ/mol): 1.95
Electronic energy (a.u.): -2130.85346
Charge: +4
Frontier orbital gap (eV): 5.9
Molecular weight (g/mol): 703.20

Atoms and positions in Å:
H (-4.42, 6.88, 4.19)
H (-2.75, -8.31, -10.53)
C (-8.64, -4.75, -3.48)
H (5.63, -4.19, 0.53)
H (9.22, 8.25, 4.52)
H (7.78, -1.28, 0.90)
H (7.31, -3.77, 3.52)
C (-11.75, -4.24, -1.23)
H (-10.68, -2.63, -4.23)
H (6.90, 8.90, 9.01)
H (-1.79, -5.19, -8.76)
H (-4.95, 5.70, 5.38)
H (8.14, -2.88, -1.63)
C (-4.70, 3.45, 3.68)
C (6.60, -4.56, 0.86)
C (5.60, -2.65, 2.91)
H (4.79, 4.97, 4.39)
O (-1.33, -1.44, -0.41)
H (-7.80, -3.28, -4.70)
H (-9.33, -3.95, -5.44)
C (0.71, -4.72, -10.14)
H (-12.14, -3.53, -1.95)
C (2.47, -5.51, -7.52)
H (6.08, -1.25, 4.55)
H (-2.93, -8.17, -8.74)
H (6.22, 9.46, 6.37)
N (-1.15, -0.49, -1.19)
C (8.84, 7.56, 7.17)
H (2.80, -6.05, -6.64)
H (7.71, -2.12, 3.12)
C (7.45, 9.31, 8.16)
H (-6.81, 4.70, 4.12)
N (-4.90, 4.95, 3.41)
H (-6.97, 3.75, 1.79)
H (7.10, -5.18, 0.12)
H (-4.03, 6.37, 2.10)
C (0.42, -4.20, -7.66)
C (7.25, 6.66, 5.40)
H (1.63, -4.13, -10.10)
C (-1.21, -7.06, -9.62)
H (-8.98, -4.40, -0.18)
H (-0.08, -4.00, -10.32)
H (10.44, -3.48, 0.01)
C (-4.30, 5.85, 4.52)
H (0.01, -4.50, -6.70)
H (5.19, 7.23, 5.30)
H (-6.51, 6.34, 3.54)
H (4.43, -1.28, 4.23)
H (7.07, 5.95, 6.21)
N (7.50, -3.37, 1.41)
H (-0.55, -7.86, -9.30)
H (-11.19, -5.35, -3.01)
H (9.48, -3.12, 2.04)
C (-9.67, -2.57, -3.82)
C (-8.80, -3.67, -4.52)
H (2.33, -3.42, -7.98)
H (-4.80, 3.30, 4.75)
H (-7.56, -3.94, -1.09)
H (8.96, -4.79, 1.85)
C (-2.63, -7.66, -9.66)
H (-1.16, -6.33, -7.57)
H (2.03, -3.82, -6.28)
C (6.74, 8.71, 6.97)
C (-2.34, 6.63, 5.96)
C (-10.77, -5.07, -2.04)
H (4.94, -3.51, 2.84)
C (5.62, 5.52, 3.94)
H (-13.46, -4.49, 0.08)
O (0.00, -0.04, -1.29)
H (-2.57, 4.70, 5.16)
C (8.47, 8.84, 5.03)
H (8.12, 6.41, 4.80)
H (-3.54, 4.74, 1.84)
C (-5.55, 5.22, 1.05)
H (0.79, -6.89, -7.54)
C (8.91, 8.80, 8.13)
C (-9.49, -2.77, -2.32)
H (0.77, -5.54, -10.86)
H (6.46, 4.86, 3.76)
H (5.17, -2.73, 4.86)
H (1.56, -6.89, -9.19)
H (-2.59, 7.69, 5.90)
C (-1.04, -5.96, -8.59)
H (-5.88, 6.11, 0.52)
C (-8.40, -4.64, -1.07)
H (5.95, 8.08, 7.39)
H (-7.56, -4.78, -3.35)
H (7.40, 10.40, 8.11)
H (-11.41, -3.52, -0.48)
C (-12.89, -5.07, -0.64)
C (1.38, -6.33, -8.28)
C (5.31, -1.91, 4.15)
H (9.72, 7.22, 6.64)
H (-5.28, 4.45, 0.33)
H (3.41, -5.48, -8.07)
H (-5.36, 2.76, 3.16)
H (-12.57, -5.89, 0.02)
H (9.26, -4.66, -0.51)
C (8.92, -3.80, 1.39)
C (-4.41, 5.35, 2.08)
H (-1.28, 6.55, 6.20)
N (7.78, 7.98, 6.13)
H (9.11, 9.66, 5.38)
C (8.53, -2.48, -0.69)
H (-3.38, -6.88, -9.63)
H (-3.71, 3.09, 3.40)
H (-8.04, -5.67, -1.09)
H (-0.14, -3.31, -7.95)
H (5.36, 5.78, 2.91)
H (9.44, 8.58, 9.05)
H (-13.57, -5.46, -1.39)
C (7.45, -2.18, 0.40)
H (-9.36, -1.56, -4.08)
C (-6.81, 4.83, 1.84)
H (6.27, -5.24, 1.65)
H (-8.52, -2.30, -2.15)
H (-10.51, -6.05, -1.63)
O (-1.99, -0.09, -1.94)
H (-2.22, 6.02, 3.97)
N (0.34, -5.29, -8.71)
C (7.08, -2.96, 2.83)
H (8.46, 6.68, 7.70)
C (1.88, -4.15, -7.31)
H (-7.64, 5.35, 1.37)
C (-2.82, 5.70, 4.82)
H (-10.15, -2.25, -1.62)
H (6.20, 7.49, 3.85)
C (9.37, -3.68, -0.03)
H (-8.88, -5.73, -3.90)
N (-9.36, -4.30, -2.21)
H (9.59, 9.48, 7.61)
H (9.11, -1.58, -0.89)
H (-2.91, 6.31, 6.84)
H (7.69, 9.04, 4.30)
H (-1.10, -6.63, -10.62)
H (5.35, -2.00, 2.07)
C (5.95, 6.79, 4.64)
H (6.48, -1.80, 0.08)
C (-6.41, 5.28, 3.28)